1.
Molecular formula: C5H12BrMnO4P3
Method: DFT, wB97M-V/def2-TZVPD

Properties
Max |F| (eV Å⁻¹): 5.39
Total charge: +2
Kohn-Sham gap (spin up / spin down) (eV): 3.82 / 3.80
2S+1: 6
HOMO energy (spin up / spin down) (eV): -15.49 / -15.48

Positions of all 26 atoms, in Å:
C 3.46 -0.82 -0.45
C 3.49 0.77 -0.84
C 2.72 1.64 0.26
O 3.16 1.92 1.38
O 1.37 2.10 -0.07
C 0.60 0.89 -0.19
C -0.99 1.10 -0.02
P -1.78 -0.61 -0.37
P -3.95 -0.44 -0.56
O -4.65 -0.78 0.79
P -1.35 -1.75 1.49
O -2.06 -3.27 1.21
Br -2.35 -0.78 3.27
H 3.61 -0.98 0.67
H 4.24 -1.42 -1.02
H 2.41 -1.22 -0.72
H 4.55 1.12 -1.05
H 2.88 0.89 -1.81
H 0.93 0.20 0.67
H 0.76 0.32 -1.17
H -1.31 1.91 -0.76
H -1.16 1.43 1.07
H -4.41 0.84 -1.09
H -4.37 -1.48 -1.48
H -1.61 -3.68 0.42
Mn -4.17 2.08 0.36

Want to see where the charge sits? The natural (NBO) charges in e are: atom 1 (C): -0.615, atom 2 (C): -0.522, atom 3 (C): 0.789, atom 4 (O): -0.480, atom 5 (O): -0.545, atom 6 (C): -0.083, atom 7 (C): -0.760, atom 8 (P): 0.167, atom 9 (P): 1.002, atom 10 (O): -0.990, atom 11 (P): 0.914, atom 12 (O): -0.941, atom 13 (Br): -0.087, atom 14 (H): 0.236, atom 15 (H): 0.256, atom 16 (H): 0.181, atom 17 (H): 0.282, atom 18 (H): 0.217, atom 19 (H): 0.208, atom 20 (H): 0.205, atom 21 (H): 0.249, atom 22 (H): 0.247, atom 23 (H): -0.224, atom 24 (H): 0.095, atom 25 (H): 0.525, atom 26 (Mn): 1.673

2.
Molecular formula: C5H12Cl2Si
Method: DFT, wB97M-V/def2-TZVPD

Properties
Max |F| (eV Å⁻¹): 3.31
SMILES string: CC(C)(C)[Si](C)(Cl)Cl
Energy relative to the best compared isomer or geometry (same formula, charge and spin) (kcal/mol): 23.67
Kohn-Sham gap (eV): 10.88
2S+1: 1
HOMO energy (eV): -10.27

Positions of all 20 atoms, in Å:
C -0.65 -1.46 0.52
C -0.36 0.02 0.45
C -0.29 0.70 1.88
C -1.56 0.65 -0.23
Si 1.38 0.12 -0.39
C 1.39 0.10 -2.24
Cl 2.22 1.80 0.38
Cl 2.70 -1.71 0.26
H 0.14 -2.06 0.98
H -1.53 -1.67 1.09
H -0.92 -1.91 -0.46
H -1.05 0.17 2.42
H -0.43 1.74 1.88
H 0.65 0.44 2.35
H -1.54 0.61 -1.33
H -2.51 0.28 0.16
H -1.55 1.70 0.00
H 2.35 0.10 -2.69
H 0.65 -0.64 -2.47
H 0.91 1.01 -2.55

Want to see where the charge sits? The natural (NBO) charges in e are: atom 1 (C): -0.632, atom 2 (C): -0.489, atom 3 (C): -0.599, atom 4 (C): -0.607, atom 5 (Si): 1.636, atom 6 (C): -1.163, atom 7 (Cl): -0.375, atom 8 (Cl): -0.460, atom 9 (H): 0.233, atom 10 (H): 0.207, atom 11 (H): 0.212, atom 12 (H): 0.206, atom 13 (H): 0.215, atom 14 (H): 0.215, atom 15 (H): 0.207, atom 16 (H): 0.215, atom 17 (H): 0.209, atom 18 (H): 0.267, atom 19 (H): 0.252, atom 20 (H): 0.250

3.
Molecular formula: C5H12ClN4O6P
Method: DFT, wB97M-V/def2-TZVPD

Properties
Max |F| (eV Å⁻¹): 1.01
SMILES string: O=[PH2][C@H]1OC(=O)O[C@@H]1Cl.NC(N)=O.NC(N)=O
Kohn-Sham gap (eV): 10.49
2S+1: 1
HOMO energy (eV): -10.02

Positions of all 29 atoms, in Å:
O 2.71 -2.46 0.54
P 2.09 -1.19 0.09
C 0.23 -1.37 -0.25
O -0.09 -2.73 0.02
C -0.39 -2.81 1.34
O -0.79 -3.76 1.91
O -0.19 -1.56 1.91
C -0.51 -0.68 0.86
Cl -2.28 -0.73 0.55
H 2.12 -0.17 1.03
H 2.62 -0.73 -1.12
H 0.00 -1.05 -1.26
H -0.29 0.36 1.07
N -6.04 1.39 -2.11
C -5.27 0.28 -1.84
N -5.87 -0.66 -1.04
O -4.15 0.15 -2.28
H -6.97 1.51 -1.77
H -5.63 2.09 -2.70
H -5.33 -1.48 -0.83
H -6.79 -0.56 -0.67
N 5.51 1.26 1.62
C 4.61 1.89 0.81
N 5.10 2.89 0.03
O 3.43 1.56 0.78
H 6.48 1.50 1.65
H 5.17 0.51 2.19
H 4.46 3.37 -0.57
H 6.07 3.17 0.03

Want to see where the charge sits? The natural (NBO) charges in e are: atom 1 (O): -1.071, atom 2 (P): 1.479, atom 3 (C): -0.264, atom 4 (O): -0.468, atom 5 (C): 0.975, atom 6 (O): -0.525, atom 7 (O): -0.503, atom 8 (C): 0.060, atom 9 (Cl): -0.046, atom 10 (H): -0.040, atom 11 (H): -0.081, atom 12 (H): 0.240, atom 13 (H): 0.237, atom 14 (N): -0.852, atom 15 (C): 0.773, atom 16 (N): -0.852, atom 17 (O): -0.658, atom 18 (H): 0.386, atom 19 (H): 0.407, atom 20 (H): 0.411, atom 21 (H): 0.386, atom 22 (N): -0.840, atom 23 (C): 0.781, atom 24 (N): -0.842, atom 25 (O): -0.697, atom 26 (H): 0.390, atom 27 (H): 0.414, atom 28 (H): 0.410, atom 29 (H): 0.390

4.
Molecular formula: C5H12ClP
Method: DFT, wB97M-V/def2-TZVPD

Properties
Max |F| (eV Å⁻¹): 4.38
Energy relative to the best compared isomer or geometry (same formula, charge and spin) (kcal/mol): 105.96
Kohn-Sham gap (spin up / spin down) (eV): 9.06 / 6.62
2S+1: 1
HOMO energy (spin up / spin down) (eV): -8.84 / -8.15

Positions of all 19 atoms, in Å:
C -0.48 0.92 0.48
C 1.15 -0.13 -1.07
C -0.75 -1.50 -0.32
C 1.02 -0.87 1.22
C 0.22 -0.43 0.09
P 2.02 4.19 0.81
Cl 1.48 5.02 2.65
H -1.00 0.70 1.39
H -1.02 1.19 -0.39
H 0.31 1.64 0.69
H 0.76 0.45 -1.90
H 1.52 -1.09 -1.40
H 1.98 0.46 -0.66
H -0.99 -1.75 -1.39
H -0.26 -2.40 0.16
H -1.72 -1.24 0.03
H 1.44 -1.82 1.47
H 1.66 -0.11 1.87
H 3.16 3.68 1.40

Want to see where the charge sits? The natural (NBO) charges in e are: atom 1 (C): -0.585, atom 2 (C): -0.584, atom 3 (C): -0.609, atom 4 (C): -0.272, atom 5 (C): -0.171, atom 6 (P): 0.390, atom 7 (Cl): -0.310, atom 8 (H): 0.213, atom 9 (H): 0.206, atom 10 (H): 0.200, atom 11 (H): 0.210, atom 12 (H): 0.206, atom 13 (H): 0.200, atom 14 (H): 0.215, atom 15 (H): 0.216, atom 16 (H): 0.213, atom 17 (H): 0.174, atom 18 (H): 0.166, atom 19 (H): -0.077

5.
Molecular formula: C5H12IrO3
Method: DFT, wB97M-V/def2-TZVPD

Properties
Max |F| (eV Å⁻¹): 3.62
Total charge: +2
Energy relative to the best compared isomer or geometry (same formula, charge and spin) (kcal/mol): 42.92
Kohn-Sham gap (spin up / spin down) (eV): 6.55 / 6.54
2S+1: 6
HOMO energy (spin up / spin down) (eV): -16.61 / -19.29

Positions of all 21 atoms, in Å:
H -4.16 1.03 0.80
C 3.21 0.07 0.40
O 2.90 1.33 -0.09
C 2.15 -0.96 0.02
O 0.86 -0.39 0.32
C -0.23 -1.29 0.12
C -1.53 -0.50 0.11
O -1.32 0.63 -0.69
C -2.39 1.54 -0.67
Ir 1.01 1.52 -0.10
H 3.30 0.08 1.51
H 4.17 -0.31 0.01
H 2.26 -1.89 0.59
H 2.18 -1.19 -1.06
H -0.25 -2.01 0.94
H -0.09 -1.83 -0.83
H -1.81 -0.20 1.13
H -2.34 -1.13 -0.30
H -2.17 2.40 -1.40
H -3.29 1.07 -1.12
H -2.47 2.03 0.31

Want to see where the charge sits? The natural (NBO) charges in e are: atom 1 (H): -0.004, atom 2 (C): -0.175, atom 3 (O): -0.395, atom 4 (C): -0.125, atom 5 (O): -0.533, atom 6 (C): -0.111, atom 7 (C): -0.113, atom 8 (O): -0.555, atom 9 (C): -0.303, atom 10 (Ir): 1.599, atom 11 (H): 0.268, atom 12 (H): 0.282, atom 13 (H): 0.265, atom 14 (H): 0.240, atom 15 (H): 0.258, atom 16 (H): 0.240, atom 17 (H): 0.213, atom 18 (H): 0.256, atom 19 (H): 0.232, atom 20 (H): 0.247, atom 21 (H): 0.212

6.
Molecular formula: C5H12LaO3
Method: DFT, wB97M-V/def2-TZVPD

Properties
Max |F| (eV Å⁻¹): 4.13
Total charge: +1
Energy relative to the best compared isomer or geometry (same formula, charge and spin) (kcal/mol): 123.94
Kohn-Sham gap (spin up / spin down) (eV): 5.58 / 5.46
2S+1: 1
HOMO energy (spin up / spin down) (eV): -9.81 / -9.80

Positions of all 21 atoms, in Å:
C -5.28 0.39 -1.57
O -4.68 1.61 -1.21
H -4.54 -0.32 -1.97
H -5.72 -0.12 -0.70
H -6.06 0.59 -2.32
H -4.46 1.75 -0.17
C -2.50 0.96 0.46
O -1.30 0.57 0.15
C -0.48 1.46 -0.66
C 0.95 1.40 -0.22
O 1.34 0.06 0.03
C 2.74 -0.09 0.18
H -2.92 0.16 1.10
H -0.86 2.48 -0.56
H -0.60 1.12 -1.69
H 1.09 2.00 0.70
H 1.58 1.83 -1.02
H 2.93 -1.15 0.42
H 3.26 0.17 -0.75
H 3.12 0.53 1.00
La -0.03 -2.17 0.83

Want to see where the charge sits? The natural (NBO) charges in e are: atom 1 (C): -0.244, atom 2 (O): -0.746, atom 3 (H): 0.144, atom 4 (H): 0.163, atom 5 (H): 0.192, atom 6 (H): 0.492, atom 7 (C): 0.135, atom 8 (O): -0.547, atom 9 (C): -0.100, atom 10 (C): -0.095, atom 11 (O): -0.622, atom 12 (C): -0.260, atom 13 (H): 0.084, atom 14 (H): 0.243, atom 15 (H): 0.213, atom 16 (H): 0.198, atom 17 (H): 0.215, atom 18 (H): 0.195, atom 19 (H): 0.204, atom 20 (H): 0.201, atom 21 (La): 0.934

| no. | E (Ha) |
| --- | --- |
| 1 | -5246.9033 |
| 2 | -1407.6788 |
| 3 | -1669.8149 |
| 4 | -999.1146 |
| 5 | -526.7035 |
| 6 | -454.4954 |